9 unconnected molecules or ions with the total composition C33H80F6N8O5P in a non-equilibrium geometry, computed with ωB97M-V/def2-TZVPD.

Bonds (Å) are listed after each position.
Element x y z (Å)
1 P -0.1473 0.3542 -0.0274  F2 1.573, F3 1.611, F4 1.649, F5 1.560, F6 1.608, F7 1.622
2 F -0.5498 -0.7674 -1.0537  P1 1.573
3 F -1.6682 0.8444 0.1788  P1 1.611
4 F -0.4511 -0.6517 1.2437  P1 1.649
5 F 1.3665 -0.0170 -0.0918  P1 1.560
6 F 0.3549 1.5646 0.9038  P1 1.608
7 F -0.0611 1.4563 -1.2144  P1 1.622
8 O -1.7964 0.5070 -4.6250  C42 1.254
9 O -4.5325 2.9039 -2.5001  C44 1.220
10 O -3.9283 3.2867 2.5116  C22 1.250
11 O -5.5743 -2.2387 -3.1772  C32 1.239
12 O -1.3460 7.0711 1.7350  C50 1.195
13 N 4.8522 2.8975 -0.6257  C34 1.486, C45 1.450, C49 1.509
14 N 2.8655 -4.1090 -3.7593  C21 1.438, C41 1.467, C47 1.465
15 N -3.2040 1.7015 4.1018  C22 1.380, C26 1.419, C40 1.447
16 N -1.8774 -4.8205 4.6511  C25 1.464, C33 1.445, C46 1.534
17 N -4.4498 -1.5403 -1.3059  C23 1.509, C32 1.374, C37 1.390
18 N -2.6840 3.8647 -1.7756  C27 1.436, C44 1.330, C52 1.549
19 N 0.2763 1.3851 -4.4913  C24 1.428, C29 1.444, C42 1.285
20 N -0.9603 5.3687 3.1119  C48 1.523, C50 1.355, C51 1.473
21 C 3.6942 -3.4602 -4.7396  N14 1.438, C35 1.527, H81 1.090, H110 1.090
22 C -3.2694 2.2802 2.8505  O10 1.250, N15 1.380, H76 1.101
23 C -4.4312 -1.1484 0.1517  N17 1.509, H72 1.090, H101 1.090, H105 1.090
24 C 0.1306 2.3769 -5.5084  N19 1.428, H85 1.090, H86 1.090, H91 1.090
25 C -0.7206 -5.5854 5.1209  N16 1.464, C39 1.522, H56 1.090, H127 1.090
26 C -3.8223 2.3158 5.2216  N15 1.419, H58 1.090, H77 1.090, H83 1.090
27 C -1.3571 4.3905 -1.9300  N18 1.436, H109 1.090, H119 1.090, H133 1.090
28 C -3.5418 -6.3721 5.5825  C33 1.533, H54 1.090, H71 1.090, H88 1.090
29 C 1.4996 1.3394 -3.7249  N19 1.444, H74 1.090, H113 1.090, H115 1.090
30 C 6.6534 4.6999 -0.0711  C49 1.593, H75 1.090, H87 1.090, H117 1.090
31 C 2.1705 -2.0268 -2.4736  C41 1.532, H66 1.090, H89 1.090, H125 1.090
32 C -5.5954 -1.7856 -2.0241  O11 1.239, N17 1.374, H94 1.101
33 C -3.0735 -5.5772 4.3579  N16 1.445, C28 1.533, H99 1.090, H107 1.090
34 C 4.4708 1.4956 -0.9397  N13 1.486, C38 1.556, H96 1.090, H100 1.090
35 C 3.9530 -4.2157 -6.0406  C21 1.527, H64 1.090, H97 1.090, H118 1.090
36 C 0.6903 -5.4037 -3.4041  C47 1.587, H65 1.090, H67 1.090, H84 1.090
37 C -3.1959 -1.5130 -1.9048  N17 1.390, H95 1.090, H112 1.090, H128 1.090
38 C 5.4257 0.8047 -1.9554  C34 1.556, H108 1.090, H120 1.090, H130 1.090
39 C -0.2455 -6.7432 4.2544  C25 1.522, H61 1.090, H63 1.090, H68 1.090
40 C -2.2349 0.6729 4.4118  N15 1.447, H59 1.090, H80 1.090, H102 1.090
41 C 2.8107 -3.4191 -2.4660  N14 1.467, C31 1.532, H69 1.090, H106 1.090
42 C -0.6568 0.5900 -4.1075  O8 1.254, N19 1.285, H92 1.101
43 C -0.4063 -2.9742 3.6664  C46 1.527, H60 1.090, H79 1.090, H98 1.090
44 C -3.3294 3.0649 -2.6203  O9 1.220, N18 1.330, H70 1.101
45 C 3.8203 3.5700 0.1389  N13 1.450, C53 1.539, H57 1.090, H103 1.090
46 C -1.4520 -4.0527 3.3935  N16 1.534, C43 1.527, H111 1.090, H129 1.090
47 C 1.5082 -4.3442 -4.2569  N14 1.465, C36 1.587, H123 1.090, H124 1.090
48 C 0.0095 4.7069 2.1421  N20 1.523, H90 1.090, H114 1.090, H116 1.090
49 C 6.2539 3.1592 -0.1316  N13 1.509, C30 1.593, H73 1.090, H132 1.090
50 C -1.5377 6.5529 2.7946  O12 1.195, N20 1.355, H104 1.101
51 C -1.1997 4.8440 4.4676  N20 1.473, H78 1.090, H93 1.090, H121 1.090
52 C -3.3670 4.3023 -0.4561  N18 1.549, H55 1.090, H122 1.090, H131 1.090
53 C 2.4405 3.7262 -0.5252  C45 1.539, H62 1.090, H82 1.090, H126 1.090
54 H -4.5217 -6.8450 5.5170  C28 1.090
55 H -2.7746 4.0117 0.4115  C52 1.090
56 H 0.0675 -4.8727 5.3637  C25 1.090
57 H 3.7063 3.1612 1.1429  C45 1.090
58 H -4.0150 3.3828 5.1102  C26 1.090
59 H -1.2454 1.1078 4.2713  C40 1.090
60 H -0.4682 -2.2210 2.8809  C43 1.090
61 H 0.1611 -6.3463 3.3242  C39 1.090
62 H 1.8430 4.3372 0.1514  C53 1.090
63 H 0.5042 -7.4293 4.6484  C39 1.090
64 H 3.2967 -3.9719 -6.8760  C35 1.090
65 H -0.2279 -5.7486 -3.8796  C36 1.090
66 H 1.1041 -2.1755 -2.6430  C31 1.090
67 H 1.2611 -6.2739 -3.0801  C36 1.090
68 H -1.0750 -7.4132 4.0283  C39 1.090
69 H 2.2455 -4.0295 -1.7616  C41 1.090
70 H -2.7588 2.7274 -3.4993  C44 1.101
71 H -2.8470 -7.0648 6.0575  C28 1.090
72 H -5.3590 -1.3185 0.6979  C23 1.090
73 H 6.9110 2.5723 -0.7734  C49 1.090
74 H 1.7873 2.3526 -3.4443  C29 1.090
75 H 7.4145 4.8969 0.6840  C30 1.090
76 H -2.6535 1.6268 2.2135  C22 1.101
77 H -4.8218 1.8876 5.2969  C26 1.090
78 H -1.5555 3.8447 4.2167  C51 1.090
79 H 0.5685 -3.4448 3.7949  C43 1.090
80 H -2.4695 -0.1896 3.7880  C40 1.090
81 H 4.6807 -3.1913 -4.3622  C21 1.090
82 H 2.5419 4.3277 -1.4285  C53 1.090
83 H -3.1828 2.1931 6.0958  C26 1.090
84 H 0.2586 -5.0450 -2.4697  C36 1.090
85 H -0.7834 2.3309 -6.1006  C24 1.090
86 H 0.2219 3.3427 -5.0114  C24 1.090
87 H 5.7956 5.3615 0.0491  C30 1.090
88 H -3.5876 -5.6081 6.3585  C28 1.090
89 H 2.5635 -1.3696 -3.2492  C31 1.090
90 H -0.3501 3.7631 1.7321  C48 1.090
91 H 0.9710 2.1995 -6.1795  C24 1.090
92 H -0.2510 -0.1398 -3.3899  C42 1.101
93 H -1.9507 5.4083 5.0204  C51 1.090
94 H -6.5290 -1.6767 -1.4507  C32 1.101
95 H -2.8697 -0.4792 -2.0188  C37 1.090
96 H 3.4814 1.2680 -1.3366  C34 1.090
97 H 3.9401 -5.3053 -6.0110  C35 1.090
98 H -0.7169 -2.4495 4.5698  C43 1.090
99 H -2.9777 -6.2753 3.5263  C33 1.090
100 H 4.4535 0.8843 -0.0374  C34 1.090
101 H -4.0872 -0.1399 0.3815  C23 1.090
102 H -2.1981 0.3506 5.4524  C40 1.090
103 H 4.0336 4.6340 0.2412  C45 1.090
104 H -2.0337 7.0963 3.6137  C50 1.101
105 H -3.7096 -1.7839 0.6650  C23 1.090
106 H 3.8751 -3.4008 -2.2323  C41 1.090
107 H -3.7056 -4.7577 4.0158  C33 1.090
108 H 5.7549 1.4146 -2.7967  C38 1.090
109 H -0.7951 4.1781 -2.8395  C27 1.090
110 H 3.2790 -2.4578 -4.8436  C21 1.090
111 H -1.1737 -4.8092 2.6598  C46 1.090
112 H -3.1147 -2.1177 -2.8080  C37 1.090
113 H 2.3457 1.0351 -4.3411  C29 1.090
114 H -0.0504 5.2519 1.2001  C48 1.090
115 H 1.3855 0.8899 -2.7384  C29 1.090
116 H 1.0311 4.5008 2.4613  C48 1.090
117 H 7.0856 4.9883 -1.0293  C30 1.090
118 H 4.9683 -4.0219 -6.3866  C35 1.090
119 H -0.8372 3.8262 -1.1558  C27 1.090
120 H 6.3215 0.4212 -1.4670  C38 1.090
121 H -0.2826 4.7385 5.0471  C51 1.090
122 H -3.5107 5.3760 -0.3356  C52 1.090
123 H 0.8598 -3.4695 -4.3081  C47 1.090
124 H 1.6147 -4.7037 -5.2803  C47 1.090
125 H 2.4958 -1.4720 -1.5936  C31 1.090
126 H 2.0901 2.7029 -0.6598  C53 1.090
127 H -0.9655 -6.1044 6.0476  C25 1.090
128 H -2.4042 -1.9000 -1.2632  C37 1.090
129 H -2.2872 -3.6509 2.8199  C46 1.090
130 H 5.0235 -0.0921 -2.4267  C38 1.090
131 H -4.3695 3.9482 -0.2162  C52 1.090
132 H 6.2493 2.6376 0.8255  C49 1.090
133 H -1.2552 5.4556 -1.7223  C27 1.090

## Properties
Spin multiplicity: 1
Energy above the lowest of the compared OMol25 structures with the same formula, charge and spin (kJ/mol): 212.0
Maximum force (Eh/bohr): 0.0986
Net charge: -1
E_tot (hartree): -3060.294473
Highest occupied orbital energy (eV): -6.1287

A single C12H18BNO3S molecule in a non-equilibrium geometry, computed with ωB97M-V/def2-TZVPD.

Bonds (Å) are listed after each position.
Element x y z (Å)
1 S -2.0114 1.8659 -0.7410  C10 1.725, H34 1.337
2 O -2.2937 -3.5280 -0.1371  B18 1.328, H33 0.978
3 O 1.5522 -0.3649 -1.7382  C13 1.221
4 O -2.9376 -1.3451 -0.0743  B18 1.320, H24 0.973
5 N -0.6149 -0.8414 -1.5829  C13 1.347, C17 1.419, H19 0.999
6 C 0.2144 -1.2565 0.7070  C11 1.366, C14 1.409, C17 1.520
7 C 1.8577 0.6817 4.1766  C12 1.485, H29 1.033, H30 1.105, H32 1.114
8 C -0.0834 -0.1098 2.8039  C11 1.348, C12 1.376, H26 1.102
9 C 2.1503 -0.7911 2.1768  C12 1.426, C14 1.431, H27 1.092
10 C -0.5649 2.2508 -1.5983  S1 1.725, C16 1.514, H20 1.094, H35 1.119
11 C -0.5394 -0.5855 1.6274  C6 1.366, C8 1.348, H23 1.068
12 C 1.2730 -0.0633 3.0333  C7 1.485, C8 1.376, C9 1.426
13 C 0.3961 -0.0181 -1.9212  O3 1.221, N5 1.347, C16 1.536
14 C 1.5670 -1.4514 1.0492  C6 1.409, C9 1.431, H25 1.054
15 C 1.0530 1.8452 -3.5952  C16 1.544, H21 1.116, H22 1.104, H28 1.102
16 C -0.0094 1.2856 -2.6245  C10 1.514, C13 1.536, C15 1.544, H31 1.109
17 C -0.5054 -1.7805 -0.5253  N5 1.419, C6 1.520, B18 1.585, H36 1.092
18 B -1.9688 -2.2400 -0.1246  O2 1.328, O4 1.320, C17 1.585
19 H -1.5807 -0.6078 -1.6895  N5 0.999
20 H -0.5877 3.2655 -2.0063  C10 1.094
21 H 2.0377 2.0831 -3.1274  C15 1.116
22 H 0.5389 2.7655 -3.9223  C15 1.104
23 H -1.5882 -0.5062 1.4400  C11 1.068
24 H -2.8298 -0.3857 -0.1921  O4 0.973
25 H 2.1211 -1.9843 0.3279  C14 1.054
26 H -0.7588 0.2584 3.5936  C8 1.102
27 H 3.2310 -0.6550 2.2566  C9 1.092
28 H 1.3035 1.1252 -4.3906  C15 1.102
29 H 1.2964 1.5228 4.3895  C7 1.033
30 H 1.8340 0.0301 5.0684  C7 1.105
31 H -0.7714 0.8655 -3.3115  C16 1.109
32 H 2.9389 0.8788 3.9973  C7 1.114
33 H -3.1152 -4.0157 0.0712  O2 0.978
34 H -2.7449 2.1544 -1.8208  S1 1.337
35 H 0.1289 2.3298 -0.7236  C10 1.119
36 H 0.0114 -2.6780 -0.8719  C17 1.092

## Properties
Spin multiplicity: 1
Energy above the lowest of the compared OMol25 structures with the same formula, charge and spin (kJ/mol): 96.1
Maximum force (Eh/bohr): 0.0621
E_tot (hartree): -1171.656494
Highest occupied orbital energy (eV): -8.5626